{
  "formula": "C4H6O2",
  "method": "wB97M-V/def2-TZVPD",
  "symbols": ["H", "C", "H", "H", "O", "H", "C", "H", "C", "H", "C", "O"],
  "positions_angstrom": [[-0.99, 0.90, 1.68], [0.96, 0.03, -0.94], [0.69, 1.48, 1.53], [-0.26, -0.77, -1.97], [-1.39, -1.44, 1.24], [1.93, 0.52, -0.95], [0.03, 0.05, 0.04], [-0.57, 2.07, 0.42], [-0.63, -1.24, 0.31], [-0.26, -2.09, -0.30], [-0.21, 1.19, 0.98], [0.71, -0.70, -2.04]],
  "smiles": "C/C(C=O)=C/O",
  "relative_energy_kcal_mol": 41.4
}

{
  "formula": "C5H10O2",
  "method": "wB97M-V/def2-TZVPD",
  "symbols": ["H", "H", "H", "H", "H", "C", "C", "O", "C", "H", "C", "C", "H", "H", "O", "H", "H"],
  "positions_angstrom": [[-0.10, 1.35, 1.80], [-1.78, 1.25, 1.23], [-1.12, 0.27, -1.69], [-2.38, -0.41, -0.64], [1.66, -0.62, -1.58], [1.02, -0.47, 0.13], [-0.73, 1.18, 0.92], [-0.88, -1.14, 1.36], [-0.49, -0.22, 0.37], [-0.53, 1.95, 0.17], [1.90, 0.49, -0.52], [-1.32, -0.47, -0.91], [1.80, 1.56, -0.18], [-1.14, -1.48, -1.31], [1.39, -1.63, 0.28], [2.95, 0.29, -0.68], [-0.26, -1.90, 1.30]],
  "relative_energy_kcal_mol": 94.9
}

{
  "formula": "C21H20N2O2S",
  "method": "wB97M-V/def2-TZVPD",
  "symbols": ["H", "H", "C", "C", "C", "C", "H", "C", "H", "C", "O", "H", "C", "H", "H", "C", "H", "H", "O", "C", "C", "C", "H", "C", "C", "C", "H", "S", "N", "H", "C", "C", "C", "C", "H", "C", "H", "H", "H", "H", "H", "H", "C", "C", "H", "N"],
  "positions_angstrom": [[-1.39, 1.01, -2.81], [4.29, 2.48, -1.93], [3.50, 2.56, -1.20], [1.74, -4.21, -1.42], [0.45, -3.01, -3.22], [-0.90, -1.06, -2.74], [0.35, 0.28, 3.22], [-1.06, 1.44, 1.23], [2.85, 3.17, 2.05], [-0.71, 0.26, 3.42], [-0.02, 2.23, -1.14], [-1.81, 0.11, -4.27], [1.41, 2.70, 0.57], [1.93, 2.07, -2.61], [-3.64, 1.25, 2.04], [0.82, -3.12, -1.89], [-2.80, -0.06, -2.83], [2.48, -3.82, -0.74], [0.87, 0.10, 0.72], [-1.20, -0.32, 4.57], [-3.44, 0.22, 3.90], [-0.53, -1.19, -1.39], [2.24, -4.68, -2.26], [2.20, 2.33, -1.60], [2.70, 2.94, 1.01], [-1.59, 0.83, 2.50], [-0.67, -1.92, -4.68], [0.06, 2.84, 1.68], [1.17, 2.42, -0.74], [-0.52, -0.76, 5.28], [-2.57, -0.34, 4.82], [-1.78, 0.06, -3.19], [0.32, -2.20, -0.98], [3.76, 2.89, 0.12], [0.83, -3.72, -3.94], [-0.40, -2.00, -3.63], [4.77, 3.07, 0.46], [0.60, -2.26, 0.06], [-1.86, 1.86, 0.63], [-4.50, 0.21, 4.09], [1.17, -4.98, -0.89], [-1.90, 0.19, -0.73], [-2.95, 0.81, 2.75], [-0.28, 0.38, 0.46], [-2.95, -0.80, 5.72], [-1.05, -0.27, -0.45]],
  "relative_energy_kcal_mol": 0.0
}

{
  "formula": "C6H33NO10",
  "method": "wB97M-V/def2-TZVPD",
  "symbols": ["H", "O", "H", "H", "H", "O", "C", "C", "H", "H", "H", "C", "H", "H", "H", "H", "O", "C", "O", "N", "H", "H", "H", "H", "H", "H", "O", "H", "H", "H", "H", "H", "H", "H", "H", "H", "O", "O", "H", "H", "H", "H", "H", "C", "H", "O", "O", "O", "C", "H"],
  "positions_angstrom": [[-1.45, -2.17, 2.13], [0.40, 1.18, -3.10], [-2.74, 2.61, -3.26], [-1.17, 1.49, -0.27], [-0.80, 1.51, 2.22], [-1.72, -0.47, -3.44], [3.11, 1.08, -0.14], [1.90, 1.02, 2.54], [-3.04, -2.38, 3.65], [-2.65, -3.10, 0.63], [2.03, -3.79, 1.74], [0.17, 3.43, 2.27], [2.41, 1.93, 2.82], [2.08, 2.80, 0.37], [-0.83, -0.08, -3.43], [0.49, -1.64, -1.94], [-1.05, -2.21, -1.27], [-1.00, 2.40, 0.30], [-3.47, -2.99, 0.13], [1.88, 1.81, 0.20], [3.82, 1.14, 0.69], [-1.97, 2.80, 0.60], [-0.47, 3.11, -0.33], [3.55, 1.49, -1.05], [-0.11, -2.84, 1.67], [0.57, 1.38, -2.17], [-1.03, -2.64, 1.37], [-0.26, 1.84, -3.41], [0.74, 0.28, 0.85], [0.88, 4.01, 1.66], [2.06, -2.27, 1.53], [-2.97, -0.87, 3.33], [-1.74, -1.11, -2.68], [2.62, 0.23, 2.41], [1.23, 0.74, 3.36], [-0.91, -2.25, -0.28], [1.35, -1.32, -2.33], [-2.04, 2.21, -3.79], [-1.10, -3.17, -1.46], [2.28, -0.56, -1.09], [1.10, -0.57, -2.91], [-3.23, -2.45, -0.63], [0.60, 3.29, 3.25], [-0.18, 2.12, 1.56], [-2.17, 1.24, -3.74], [2.93, -0.30, -0.35], [1.57, -2.97, 1.99], [-2.43, -1.65, 3.45], [1.05, 1.24, 1.25], [-0.71, 4.05, 2.33]],
  "total_charge": 1,
  "spin_multiplicity": 2,
  "s_squared": 0.7545,
  "relative_energy_kcal_mol": 0.0
}

Number 1: E -8338.667 eV. Number 2: E -9438.927 eV. Number 3: E -40011.269 eV. Number 4: E -28715.620 eV.